DFT (ωB97M-V with the def2-TZVPD basis set) results for a molecular structure, C18H40BBrInO15.

Electronic energy (Eh): -4627.67164
Charge: -1
LUMO level (eV): 1.993
HOMO (eV): -4.663
Kohn-Sham gap (Ha): 0.2446

```
76
Properties=species:S:1:pos:R:3:forces:R:3
C 3.373 1.924 -4.684 0.0 0.1 -0.2
C 3.293 0.504 -4.127 -0.1 -0.3 0.3
O 2.901 -0.481 -5.087 0.3 0.1 0.0
B 1.606 -0.877 -5.229 -0.1 0.0 0.0
O 1.428 -2.043 -5.981 -0.5 0.2 0.1
In -0.262 0.284 -4.543 -0.1 -0.4 -0.2
O -0.154 2.309 -4.923 0.1 0.0 -0.2
Br -0.408 0.125 -1.915 0.0 0.1 0.1
H 4.317 2.410 -4.408 -0.2 -0.1 0.0
H 2.539 2.536 -4.328 0.1 -0.1 -0.1
H 3.307 1.911 -5.779 0.1 -0.1 0.2
H 4.266 0.156 -3.754 -0.2 0.2 -0.1
H 2.592 0.453 -3.283 0.1 0.1 -0.1
H 1.701 -1.974 -6.895 0.4 -0.1 -0.2
H -1.777 -0.294 -5.210 -0.1 0.1 0.1
H 0.001 2.808 -4.122 0.0 0.1 0.2
C -1.986 1.053 1.622 0.0 0.0 0.0
C -2.828 0.008 0.930 0.0 0.1 0.0
O -2.761 -1.266 1.624 0.2 0.1 0.1
C -3.510 -1.377 2.700 -0.6 -0.3 -0.2
O -4.308 -0.578 3.131 0.3 0.1 0.1
O -3.325 -2.604 3.222 0.1 0.1 0.0
C -4.124 -2.881 4.368 0.0 0.0 0.0
H -0.951 0.718 1.692 0.0 0.0 0.0
H -1.995 1.961 1.018 0.0 0.0 0.0
H -2.369 1.282 2.616 0.0 0.0 0.0
H -2.433 -0.193 -0.062 0.0 -0.1 0.0
H -3.874 0.304 0.864 0.0 0.0 0.0
H -5.178 -2.714 4.152 0.0 0.0 0.0
H -3.833 -2.250 5.208 0.0 0.0 0.0
H -3.935 -3.925 4.608 0.0 0.0 0.0
C 2.109 4.875 4.001 0.0 0.0 0.0
C 0.886 3.992 4.105 -0.1 0.0 0.0
O 1.043 2.776 3.354 0.1 0.0 0.0
C 1.774 1.830 3.938 -0.1 0.0 0.2
O 2.266 1.889 5.040 0.0 0.0 -0.1
O 1.851 0.794 3.109 0.0 0.1 0.0
C 2.606 -0.320 3.591 0.0 0.0 0.0
H 2.335 5.087 2.956 0.0 0.0 0.0
H 1.919 5.821 4.511 0.0 0.0 0.0
H 2.970 4.398 4.467 0.0 0.0 0.0
H 0.016 4.463 3.651 0.0 0.0 0.0
H 0.660 3.741 5.141 0.0 0.0 0.0
H 2.237 -0.640 4.564 0.0 0.0 0.0
H 3.660 -0.057 3.675 0.0 0.0 0.0
H 2.463 -1.097 2.846 0.0 0.0 0.0
C -6.317 -8.907 8.492 0.0 0.0 0.0
C -5.911 -7.456 8.613 0.0 0.1 0.0
O -5.336 -6.959 7.389 0.0 -0.2 -0.1
C -6.214 -6.641 6.437 -0.1 0.6 0.2
O -7.415 -6.663 6.545 0.1 -0.2 -0.1
O -5.539 -6.202 5.379 0.0 -0.2 0.0
C -6.354 -5.759 4.287 0.0 0.0 -0.1
H -5.465 -9.516 8.189 0.0 0.0 0.0
H -6.669 -9.266 9.461 0.0 0.0 0.0
H -7.121 -9.024 7.768 0.0 0.0 0.0
H -5.116 -7.323 9.343 0.0 0.0 0.0
H -6.758 -6.826 8.885 0.0 0.0 0.0
H -7.055 -4.996 4.620 0.0 0.0 0.0
H -6.907 -6.593 3.858 0.0 0.0 0.0
H -5.660 -5.350 3.560 0.0 0.0 0.0
C 7.916 4.996 -8.037 0.0 0.0 0.0
C 6.917 6.091 -8.333 0.0 0.1 0.0
O 5.815 5.611 -9.124 0.0 -0.1 0.0
C 4.891 4.927 -8.439 -0.1 0.1 0.2
O 4.893 4.738 -7.249 0.1 0.0 -0.2
O 3.956 4.518 -9.291 0.1 -0.1 0.0
C 2.929 3.694 -8.712 -0.1 0.1 0.0
H 8.273 4.546 -8.964 0.0 0.0 0.0
H 8.772 5.417 -7.507 0.0 0.0 0.0
H 7.468 4.225 -7.411 0.0 0.0 0.0
H 7.355 6.876 -8.947 0.0 0.0 0.0
H 6.527 6.530 -7.415 0.0 0.0 0.0
H 2.466 4.183 -7.859 0.0 0.0 0.0
H 3.340 2.736 -8.398 0.0 0.0 0.0
H 2.209 3.554 -9.512 0.0 0.0 0.0
```
Positions in Å, forces in eV/Å.

Here are the Löwdin charges for atoms 1 to 8, given in e: -0.061 -0.260 -0.016 -0.682 0.043 0.361 -0.466 -0.061